Entry from OMol25: a structure of composition C4H3I (ωB97M-V/def2-TZVPD).

Last column: natural (NBO) charge in e.
Geometry (Å):
C: -1.15 -0.84 0.72  -0.07
C: -0.28 -1.30 1.64  -0.29
C: -0.60 0.31 0.07  -0.39
C: 0.75 -0.83 0.82  -0.12
I: -0.24 -2.69 3.18  0.23
H: -0.86 0.61 -1.04  0.23
H: -0.47 1.05 0.72  0.21
H: 1.44 -1.38 0.15  0.21

**LUMO energy**: 0.3 eV
**2S+1**: 1
**Frontier orbital gap**: 8.53 eV

Entry from OMol25: an isolated molecule of C4H3I (ωB97M-V/def2-TZVPD).

Last column: natural (NBO) charge in e.
Geometry (Å):
C: -1.05 -1.27 -0.09  -0.01
C: -0.45 -0.33 0.43  -0.11
C: -0.43 0.90 -0.38  -0.27
C: 0.67 0.65 0.47  -0.28
I: 2.72 -0.03 -0.11  -0.04
H: -1.82 -1.96 -0.29  0.24
H: -0.41 0.90 -1.46  0.22
H: 0.77 1.15 1.42  0.25

**LUMO energy (spin up / spin down)**: -0.4 / -0.4 eV
**2S+1**: 1
**Frontier orbital gap (spin up / spin down)**: 7.66 / 7.66 eV

Entry from OMol25: a structure of composition C4H3I2NOS (ωB97M-V/def2-TZVPD).

Last column: natural (NBO) charge in e.
Geometry (Å):
C: -0.12 -1.40 0.42  -0.05
C: 2.71 1.00 -0.11  -0.51
C: 0.31 0.78 0.67  0.57
C: -1.76 0.13 -0.53  -0.44
N: -0.52 -0.23 0.15  -0.51
O: 0.18 1.94 0.82  -0.47
S: 1.93 0.02 1.02  0.38
I: -1.18 -3.07 -0.14  0.19
I: 4.66 0.30 -0.40  0.15
H: -1.98 -0.53 -1.32  0.23
H: -2.49 -0.07 0.24  0.22
H: -1.73 1.13 -0.84  0.23

**LUMO energy**: -0.6 eV
**2S+1**: 1
**Frontier orbital gap**: 7.61 eV

Entry from OMol25: the ion C4H3I2O2 with charge -1 (ωB97M-V/def2-TZVPD).

Last column: natural (NBO) charge in e.
Geometry (Å):
C: -0.73 0.20 -0.08  -0.27
C: 0.60 0.12 -0.03  -0.17
C: -1.65 0.98 -1.05  0.71
C: 1.30 -0.80 0.89  -0.67
O: -1.22 2.13 -1.33  -0.76
O: -2.67 0.42 -1.42  -0.72
I: -1.81 -1.16 1.03  0.10
I: 1.75 1.45 -1.22  0.13
H: 0.97 -0.56 1.81  0.23
H: 1.15 -1.96 0.74  0.21
H: 2.32 -0.82 0.66  0.22

**SMILES**: C/C(I)=C(\I)C(=O)[O-]
**LUMO energy**: 2.7 eV
**2S+1**: 1
**Net charge**: -1
**Frontier orbital gap**: 7.19 eV

So what do the calculations give for electronic energy? Going down the list: -451.69159 -451.67735 -1277.60141 -900.12289 Eh.